# 1
16
Properties=species:S:1:pos:R:3:forces:R:3 method="wB97M-V/def2-TZVPD" spin_multiplicity=1 orbital_gap_ev=9.164
C -1.2183 -1.1788 -0.2419 0.2 0.0 -0.2
C -0.3236 0.0532 -0.1509 0.1 0.0 0.1
C -1.1367 1.3309 0.0242 0.1 0.0 0.1
C 0.9350 -0.1007 0.7307 -0.1 -0.2 0.5
C 1.7598 -0.1393 -0.4894 1.4 0.0 1.0
O 0.6114 0.2450 -1.3019 0.8 0.7 0.4
H -1.9478 -1.1127 -1.0561 0.2 0.0 0.0
H -1.7832 -1.2710 0.6986 0.2 0.1 -0.2
H -0.6273 -2.0903 -0.3624 0.0 0.1 -0.1
H -1.9007 1.4249 -0.7598 0.2 -0.1 0.1
H -0.4802 2.2030 -0.0459 -0.1 -0.1 0.1
H -1.6471 1.3491 0.9935 0.1 -0.1 -0.1
H 1.2966 -0.8742 1.4104 -1.1 -0.3 0.5
H 1.1235 0.8697 1.2022 -0.1 -0.3 0.1
H 2.3497 -0.8314 -1.0646 -0.5 -1.1 0.3
H 2.9890 0.1225 0.4135 -1.4 1.4 -2.6

# 2
14
Properties=species:S:1:pos:R:3:forces:R:3 method="wB97M-V/def2-TZVPD" total_charge=+1 spin_multiplicity=1 orbital_gap_ev=9.745
C -1.3530 0.1660 -1.7298 1.2 0.6 1.0
C -0.3830 0.2188 -0.7440 -1.1 -0.1 -1.2
C 0.5295 1.2408 -0.2781 0.1 -0.3 0.7
C 1.0310 1.1920 0.9590 0.2 0.8 -0.9
C 0.7877 -1.0585 1.4287 -0.6 -0.6 -1.1
N -1.4337 -1.6832 -0.6077 0.2 -1.2 0.9
N -0.5084 -0.9841 -0.1145 0.7 0.1 1.0
O -1.9689 -1.0016 -1.6008 -0.5 0.3 -0.8
O 0.7253 0.1604 1.8308 -0.2 0.0 0.5
H -1.6704 0.8476 -2.4963 -0.1 0.0 -0.1
H 0.7095 2.0908 -0.9157 0.2 0.1 0.1
H 1.6021 1.9865 1.4154 0.0 -0.1 0.1
H 0.3597 -1.7925 2.1056 -0.1 0.1 -0.1
H 1.5725 -1.3831 0.7475 0.0 0.2 0.1

# 3
35
Properties=species:S:1:pos:R:3:forces:R:3 method="wB97M-V/def2-TZVPD" total_charge=-1 spin_multiplicity=1 orbital_gap_ev=3.573
N -3.4272 -1.9717 2.2946 1.5 0.9 0.0
C -2.4349 -1.3698 2.2117 -2.7 -1.8 0.0
C -1.2520 -0.6421 2.1294 0.5 1.9 -0.4
C -1.2536 0.7244 2.0956 0.8 -1.9 -0.1
C -2.4442 1.4440 2.0925 -2.7 1.7 -0.1
N -3.4468 2.0331 2.0870 1.5 -0.9 0.1
C 0.0096 1.4658 2.0601 -0.4 2.1 -0.2
O 0.0357 2.6840 2.0683 -0.3 -0.5 0.1
C 1.2432 0.7206 2.0393 1.5 -1.8 0.0
Cl 2.7280 1.5785 2.0476 -0.4 0.2 0.0
C 1.2439 -0.6350 2.0455 1.4 1.8 0.0
Cl 2.7300 -1.4881 2.0523 -0.4 -0.3 0.0
C 0.0109 -1.3820 2.0671 -0.2 -2.1 -0.2
O 0.0315 -2.5991 2.0258 -0.2 0.5 0.1
C 0.2443 -3.7320 -3.2692 -0.3 0.3 0.1
C -0.8466 -2.6769 -3.0235 0.0 0.1 0.6
C -1.4435 -2.2339 -4.3692 0.0 0.0 0.3
C -1.9634 -3.2803 -2.1133 0.9 0.0 -0.7
C -2.9310 -2.2623 -1.5696 0.1 0.6 -0.1
O -4.0702 -2.6136 -1.2970 -1.2 -0.8 0.3
C -2.5134 -0.9216 -1.4101 0.9 -0.4 0.0
C -1.2227 -0.4667 -1.7581 -1.1 -0.8 0.1
O -0.9037 0.7087 -1.6406 1.0 1.8 0.3
C -0.2153 -1.4490 -2.2945 -0.1 -0.9 -0.6
H 0.6915 -4.0566 -2.3309 0.0 0.0 0.1
H -0.1629 -4.6099 -3.7679 -0.1 -0.1 -0.1
H 1.0402 -3.3317 -3.8953 0.1 0.1 -0.1
H -2.2203 -1.4848 -4.2228 0.0 0.0 0.0
H -0.6784 -1.8028 -5.0138 0.1 0.1 0.0
H -1.8864 -3.0771 -4.8967 -0.1 -0.2 0.0
H -2.5326 -4.0302 -2.6685 -0.1 0.0 0.0
H -1.5072 -3.8127 -1.2754 0.1 0.1 0.1
H -3.2275 -0.2032 -1.0575 -0.3 0.2 0.1
H 0.4045 -1.7959 -1.4644 0.0 -0.1 0.2
H 0.4583 -0.9158 -2.9704 0.0 0.1 0.0

# 4
48
Properties=species:S:1:pos:R:3:forces:R:3 method="wB97M-V/def2-TZVPD" smiles="C#CCOC(=O)CNC(=O)[C@H](CCCOC)NC(=O)c1cnc(C)cn1" spin_multiplicity=1 orbital_gap_ev=9.899
C -5.3873 -2.3262 -4.1564 0.0 0.0 0.0
C -5.5230 -1.1422 -4.0512 0.0 0.0 0.0
C -5.6969 0.3018 -3.9281 0.0 0.0 0.0
O -5.2165 0.7891 -2.6612 0.0 0.0 0.0
C -3.8903 0.9596 -2.5749 0.0 0.0 0.0
O -3.1195 0.7740 -3.4783 0.0 0.0 0.0
C -3.4992 1.4540 -1.2035 0.0 0.0 0.0
N -2.0656 1.5251 -1.1004 0.0 0.0 0.0
C -1.4055 1.0172 -0.0320 0.0 0.0 0.0
O -1.9672 0.6684 0.9926 0.0 0.0 0.0
C 0.1020 0.8817 -0.2087 0.0 0.0 0.0
C 0.4050 -0.3189 -1.1158 0.0 0.0 0.0
C 1.8962 -0.5124 -1.3563 0.0 0.0 0.0
C 2.1758 -1.6813 -2.2759 0.0 0.0 0.0
O 1.7033 -2.8672 -1.6697 0.0 0.0 0.0
C 1.9233 -3.9987 -2.4764 0.0 0.0 0.0
N 0.6773 0.7331 1.1098 0.0 0.1 0.0
C 1.8273 1.3796 1.4447 0.1 -0.1 0.0
O 2.5005 1.9873 0.6391 0.0 0.0 0.0
C 2.2490 1.2462 2.8922 -0.1 0.1 0.0
C 1.6520 0.3654 3.7876 0.1 -0.1 0.0
N 2.0287 0.2787 5.0580 0.0 0.0 0.0
C 3.0154 1.0778 5.4543 0.0 0.0 0.0
C 3.4464 0.9980 6.8859 0.0 0.0 0.0
C 3.6160 1.9527 4.5477 0.0 0.0 0.0
N 3.2398 2.0415 3.2843 0.0 0.0 0.0
H -5.2635 -3.3782 -4.2479 0.0 0.0 0.0
H -5.1783 0.8147 -4.7368 0.0 0.0 0.0
H -6.7522 0.5623 -3.9466 0.0 0.0 0.0
H -3.9781 2.4247 -1.0475 0.0 0.0 0.0
H -3.8813 0.7821 -0.4351 0.0 0.0 0.0
H -1.5598 1.6610 -1.9621 0.0 0.0 0.0
H 0.5109 1.7911 -0.6573 0.0 0.0 0.0
H -0.0151 -1.2181 -0.6592 0.0 0.0 0.0
H -0.1048 -0.1800 -2.0753 0.0 0.0 0.0
H 2.3282 0.3926 -1.7903 0.0 0.0 0.0
H 2.4092 -0.6792 -0.4073 0.0 0.0 0.0
H 1.6756 -1.5371 -3.2456 0.0 0.0 0.0
H 3.2535 -1.7646 -2.4698 0.0 0.0 0.0
H 1.5371 -4.8645 -1.9428 0.0 0.0 0.0
H 1.4035 -3.9097 -3.4380 0.0 0.0 0.0
H 2.9921 -4.1468 -2.6720 0.0 0.0 0.0
H 0.0070 0.4720 1.8189 0.0 0.0 0.0
H 0.8647 -0.3135 3.4823 0.0 0.0 0.0
H 4.2620 1.6877 7.0959 0.0 0.0 0.0
H 2.6075 1.2327 7.5413 0.0 0.0 0.0
H 3.7705 -0.0157 7.1217 0.0 0.0 0.0
H 4.4244 2.6020 4.8663 0.0 0.0 0.0

# 5
59
Properties=species:S:1:pos:R:3:forces:R:3 method="wB97M-V/def2-TZVPD" total_charge=+1 spin_multiplicity=4 orbital_gap_ev="5.043 / 6.822"
C 1.1754 -2.4820 0.9803 1.1 -1.9 0.0
C 2.1443 -1.7902 0.1743 0.6 -1.6 0.0
C 1.5927 -1.6341 -1.1401 1.0 -0.6 -0.5
C 0.2513 -2.1753 -1.1374 0.0 -1.0 -0.9
C 0.0089 -2.7212 0.1763 0.4 -1.3 0.2
Re 0.3706 -0.6641 0.2787 -2.9 6.9 -0.5
C -2.0704 1.9536 -0.2041 -3.0 -0.9 0.9
C -2.0015 1.1308 1.0359 -0.3 -0.8 -0.3
H -2.1216 1.6623 1.9847 0.6 0.0 -0.1
C -1.7170 -0.2550 1.0299 -1.2 0.2 1.1
H -2.3995 -0.8704 0.4194 0.7 0.2 -0.2
H -1.6010 -0.6849 2.0415 -0.5 0.2 -0.3
C -2.8794 3.2326 0.0460 0.0 0.0 0.1
H -2.4467 3.8453 0.8441 -0.1 -0.1 0.0
H -2.9223 3.8436 -0.8619 -0.1 -0.1 0.1
H -3.8993 2.9447 0.3264 0.2 0.2 0.0
C -2.7912 1.1824 -1.3370 -0.2 0.0 0.1
H -2.4016 0.1661 -1.4587 0.0 0.3 0.0
H -3.8595 1.1175 -1.0963 0.2 0.0 -0.2
H -2.6640 1.7139 -2.2863 -0.1 -0.1 0.1
C 3.4958 -1.3189 0.6118 0.1 0.1 0.0
H 3.5205 -1.1585 1.6962 0.1 0.0 -0.2
H 4.2691 -2.0575 0.3561 -0.2 0.1 0.1
H 3.7559 -0.3764 0.1127 0.0 -0.2 0.1
C 2.3916 -1.1488 -2.3097 0.2 0.3 -0.1
H 2.7214 -0.1144 -2.1521 -0.1 -0.2 -0.2
H 3.2951 -1.7600 -2.4444 -0.3 0.0 0.1
H 1.8065 -1.1854 -3.2319 0.3 -0.1 0.2
C -0.6497 -2.3857 -2.3194 -0.1 -0.1 -0.1
H -0.4911 -1.6253 -3.0909 -0.1 -0.2 0.2
H -0.4715 -3.3746 -2.7703 0.0 0.3 0.1
H -1.7025 -2.3462 -2.0125 0.2 0.0 -0.1
C -1.1717 -3.5587 0.5658 -0.1 0.1 0.1
H -2.0772 -3.2293 0.0440 0.1 -0.1 0.2
H -1.0020 -4.6155 0.3091 0.0 0.3 0.0
H -1.3446 -3.4993 1.6453 -0.1 0.0 -0.2
C 1.3924 -2.9727 2.3759 0.0 0.0 0.2
H 0.4379 -3.1622 2.8803 0.2 0.0 0.0
H 1.9610 -3.9142 2.3776 -0.2 0.2 0.0
H 1.9690 -2.2469 2.9603 -0.1 -0.2 0.0
C -0.0205 1.0168 -1.1662 -0.1 -2.9 -0.7
C -0.6714 2.2085 -0.6106 5.0 0.4 1.1
C 0.2179 1.0314 -2.5361 0.0 0.4 -0.9
C -0.4088 3.4774 -1.3270 0.0 0.1 -1.0
H 0.1074 2.0728 0.2274 -1.6 2.0 0.2
C 0.2245 2.2230 -3.2658 0.0 -1.1 -0.3
H 0.3827 0.1190 -3.1041 0.2 0.3 0.3
C 0.0287 3.4549 -2.6196 -0.5 1.1 0.8
H -0.6275 4.4033 -0.8096 0.1 0.1 -0.1
H 0.3805 2.1988 -4.3453 0.1 0.0 0.3
H 0.1707 4.3846 -3.1765 0.0 -0.3 0.2
N 1.4013 2.3392 3.3075 0.0 0.0 -0.4
C 0.9868 1.1118 2.9461 0.0 0.1 -1.1
N 0.7240 0.2323 3.9243 -0.1 -0.3 -0.1
O 0.8485 0.8536 1.7080 0.5 0.3 1.5
H 1.5453 2.5788 4.2741 0.0 0.1 -0.1
H 1.5901 3.0220 2.5776 0.0 -0.4 0.4
H 0.3604 -0.6889 3.6882 0.3 0.5 0.2
H 0.8848 0.4954 4.8880 -0.2 -0.3 -0.2

# 6
16
Properties=species:S:1:pos:R:3:forces:R:3 method="wB97M-V/def2-TZVPD" spin_multiplicity=2 orbital_gap_ev="4.616 / 10.080"
C 1.7962 -1.6559 -0.3083 -0.5 -0.3 0.5
C 1.9424 -1.1988 0.9510 1.3 -0.4 -1.3
H 1.9489 -1.0231 -1.2078 0.2 -0.5 0.8
H 1.4117 -2.6858 -0.4866 0.2 0.9 0.1
H 2.5296 -0.2864 1.1025 -0.8 0.0 0.1
H 1.7946 -1.8200 1.8292 -0.2 0.0 -0.2
N -1.1376 -0.3634 -0.1157 0.7 -4.2 -0.4
C -1.1872 0.9511 -0.1751 3.1 2.2 -0.4
N -2.2508 1.5946 0.2858 -3.4 2.4 1.0
N -0.1894 1.6642 -0.8322 -1.6 -0.2 -1.7
H -0.3120 -0.8890 -0.4468 -1.2 0.8 0.6
H -1.8768 -0.8716 0.3253 0.0 -0.3 0.0
H -2.2713 2.6265 0.3453 0.2 -1.5 -0.1
H -2.9279 1.0763 0.8296 0.2 0.5 -0.1
H 0.0633 1.1997 -1.7113 -0.4 0.2 -0.5
H 0.6664 1.6816 -0.3850 2.1 0.2 1.7

# 7
23
Properties=species:S:1:pos:R:3:forces:R:3 method="wB97M-V/def2-TZVPD" smiles="O=C(O)C[C@]12N=CNC(=S)[C@@]1(S)NC=N2" spin_multiplicity=1 orbital_gap_ev=8.070
C -0.2161 0.9359 2.0329 2.3 -1.1 -2.1
C -0.5598 -2.1836 -0.6058 0.4 -1.6 1.2
C -2.0912 -0.3987 -0.1856 -4.8 -3.3 0.5
C 2.9881 0.2316 -0.2624 0.0 1.7 -1.4
C -1.0275 0.5139 -0.0493 3.0 2.0 0.3
C 0.3661 -0.1391 0.1542 1.6 2.9 -1.3
C 1.5740 0.7720 -0.6594 -0.8 -3.9 -0.2
N 0.7019 0.1695 1.5575 -0.3 -1.8 0.7
N -1.1286 1.3051 1.1486 -3.1 2.2 -1.1
N -1.8575 -1.7198 -0.4894 0.4 -0.6 -0.7
N 0.4132 -1.4910 -0.2709 2.9 0.6 0.7
O 3.9490 0.9861 -0.2149 -1.5 -1.2 0.3
O 3.1355 -1.0726 -0.2259 4.3 1.2 0.3
S -3.6597 0.0187 0.1509 0.4 0.0 -0.2
S -1.0581 1.5562 -1.5007 1.3 0.1 -1.3
H -0.1826 1.2869 3.0008 0.0 0.9 1.9
H -0.2347 -3.2730 -0.7042 -1.6 1.3 -0.6
H 1.5055 1.7272 -0.2194 -0.2 1.3 -0.3
H 1.4339 0.6300 -1.8201 0.4 0.7 2.3
H -1.6623 2.1986 1.0687 0.7 -1.4 0.8
H -2.5965 -2.4292 -0.5048 0.1 1.0 -0.1
H 2.4289 -1.6444 -0.1988 -3.5 -1.4 0.0
H -2.2217 2.0197 -1.2020 -1.6 0.5 0.1

# 8
9
Properties=species:S:1:pos:R:3:forces:R:3 method="wB97M-V/def2-TZVPD" total_charge=-1 spin_multiplicity=1 orbital_gap_ev=8.867
C 1.0412 0.8917 -0.0427 0.9 -2.3 2.6
O -1.6314 -0.7148 -1.6311 0.9 0.7 1.8
O -0.2809 -2.0333 -0.0215 -0.1 1.6 -0.7
O -1.5428 -0.1497 1.0076 1.8 -0.2 -1.0
O 0.8197 1.2056 1.1232 0.7 0.0 -3.1
F 2.0951 -0.0079 -0.3400 -1.1 1.0 0.6
F 0.8774 1.5448 -1.1553 -0.2 1.4 -0.3
S -0.6984 -0.6684 -0.4677 -1.1 -2.4 0.7
H -0.6799 -0.0680 1.5275 -1.8 0.1 -0.4

How do the records compare in relative energy (zero: lowest compared OMol25 entry of this formula, charge and spin)? In the order shown, they have 448.7; 147.6; 56.5; 216.6; 46.4; 133.4; 117.7; 55.2 kJ/mol.